Record 1
One molecule with the formula C2H2IN3 in a non-equilibrium geometry, computed with ωB97M-V with the def2-TZVPD basis set.

## Properties
Total charge: 0
HOMO in eV: -9.797
Orbital gap in eV: 9.7
Relative energy (zero: lowest compared OMol25 entry of this formula, charge and spin) in kcal/mol: 95.9

Last column: Löwdin charge in e.
Geometry (Å):
I: 2.10239 1.41194 -0.91405  0.862
C: 0.65611 0.05437 -0.31041  -0.867
C: -0.21866 -0.01249 0.86417  -0.222
N: -0.87055 0.49553 -0.28936  -0.033
N: -1.02842 -0.72604 -1.07880  -0.006
N: 0.12792 -1.10677 -1.18484  0.035
H: -0.62730 -0.92955 1.35386  0.129
H: -0.14150 0.81301 1.55943  0.103

Record 2
An isolated ion of composition C6H14NO and charge -1 in a non-equilibrium geometry, computed with ωB97M-V with the def2-TZVPD basis set.

## Properties
Total charge: -1
HOMO in eV: -2.144
Orbital gap in eV: 5.6
Relative energy (zero: lowest compared OMol25 entry of this formula, charge and spin) in kcal/mol: 30.0

Last column: Löwdin charge in e.
Geometry (Å):
C: -1.68574 -2.63551 -0.58869  -0.126
C: -0.41550 -1.79520 -0.77191  -0.243
C: -0.29538 -0.63372 0.24564  -0.252
N: 0.47809 0.46098 -0.22365  -0.252
C: -0.19365 1.41374 -1.05185  -0.124
C: 1.55697 1.00017 0.61149  -0.204
C: 1.18843 2.13869 1.59300  -0.574
O: 1.91450 2.12843 2.71783  -0.372
H: -2.43540 -2.11062 -0.00714  0.055
H: -2.08093 -2.94811 -1.55725  0.055
H: -1.47401 -3.60932 -0.13013  0.059
H: 0.50162 -2.38867 -0.69216  0.098
H: -0.39942 -1.35534 -1.77503  0.092
H: 0.18995 -1.08110 1.12534  0.123
H: -1.32418 -0.37612 0.54244  0.102
H: -1.16063 1.05032 -1.42967  0.077
H: 0.42752 1.69885 -1.91958  0.076
H: -0.43580 2.34824 -0.53083  0.067
H: 2.33142 1.36419 -0.08758  0.099
H: 1.98831 0.18563 1.18870  0.095
H: 0.06960 2.05284 1.75643  0.078
H: 1.25421 3.09163 0.98461  0.070

Record 3
One molecule with the formula C3H4ClNO in a non-equilibrium geometry, computed with ωB97M-V with the def2-TZVPD basis set.

## Properties
Total charge: 0
HOMO (spin up / spin down) in eV: -5.851 / -10.915
Spin multiplicity: 3
Orbital gap (spin up / spin down) in eV: 6.7 / 9.1
Relative energy (zero: lowest compared OMol25 entry of this formula, charge and spin) in kcal/mol: 16.7

Last column: Löwdin charge in e.
Geometry (Å):
C: -2.43772 -0.09622 -0.08057  -0.925
C: -0.33915 -0.80214 0.04638  -0.192
C: -0.40024 0.77614 -0.03891  -0.129
N: -1.67298 -1.28757 -0.00500  0.097
O: -1.78563 1.05629 0.06993  -0.076
Cl: -4.07568 -0.09539 0.01450  0.760
H: 0.09709 -1.15429 -0.78700  0.075
H: 0.17969 -1.16646 0.94417  0.133
H: 0.10306 1.25915 0.72762  0.088
H: 0.02213 1.09868 -1.12542  0.169